The molecule C3H5NO2, computed with ωB97M-V with the def2-TZVPD basis set.

Element x y z (Å)
O 0.4492 1.6128 1.1183
C 0.1093 0.4807 0.4178
C 1.0671 -0.6765 0.2069
O 0.7655 -1.1667 -1.0869
C -1.0701 0.2890 -0.1544
N -2.2008 -0.0903 -0.4586
H -0.2702 1.7745 1.7418
H 0.6222 -0.3324 -1.5609
H 2.1297 -0.4067 0.2823
H 0.8707 -1.4775 0.9313
H -2.4726 -0.0068 -1.4375

energy relative to the best compared isomer or geometry (same formula, charge and spin)	296.0	kJ/mol
energy	-8774.627	eV
gap between HOMO and LUMO	0.3341	Ha
SMILES string	N=C=C(O)CO

Löwdin population analysis, charges in e, atoms 1 to 8:
1. O 0.036
2. C -0.321
3. C -0.197
4. O -0.075
5. C -0.123
6. N 0.162
7. H 0.110
8. H 0.085